# CH4FN2O

A cluster of 2 separate species, CH4FN2O in total at a distorted geometry (the ωB97M-V functional and the def2-TZVPD basis, the OMol25 dataset).

calculated total energy	-325.0323	Eh

Structure (ORCA input):
```
! RIJCOSX wB97M-V def2-TZVPD def2/J DEFGRID3
* xyz -1 1
C 0.4046 0.4064 0.4162
N -0.6915 0.9913 0.0071
N 1.4162 -0.1839 -0.1698
O 2.3348 -0.9610 0.4623
F 0.7204 0.6204 1.7828
H -1.7462 -0.6511 -0.8660
H -1.3373 1.1415 0.7857
H -2.3091 -0.9565 -1.1854
H 1.2081 -0.4072 -1.2329
*
```